C7H8ClN3O | wB97M-V/def2-TZVPD

The geometry in XYZ format:
```
20
Properties=species:S:1:pos:R:3
C 0.6287 2.1381 0.0583
C -1.2994 -2.0502 -1.5034
C -1.7312 -0.8303 -0.9156
C -0.5404 -0.2683 -0.5106
C 0.3736 0.8372 2.0285
C 1.8672 -0.8192 -0.6438
C -0.3309 1.3953 0.7592
N 1.3763 2.8202 -0.4902
N 0.0041 -2.1585 -1.4468
N 0.4745 -1.0391 -0.8877
O -1.6372 1.6742 1.0184
Cl -3.4010 -0.2707 -0.8604
H -1.8883 -2.7596 -2.0654
H -0.2651 0.9879 2.8755
H 1.3641 1.2957 2.2891
H 0.4040 -0.2145 1.9355
H 1.9640 -0.1807 0.1492
H 2.2374 -1.7851 -0.3811
H 2.5577 -0.6569 -1.5663
H -2.1583 1.8843 0.1578
```

The value obtained for the relative energy (zero: lowest compared OMol25 entry of this formula, charge and spin) is 70.1 kcal/mol. The total charge is 0.

---

C39H30N3O26S2 | wB97M-V/def2-TZVPD

The geometry in XYZ format:
```
100
Properties=species:S:1:pos:R:3
C 5.8158 -0.9476 0.8120
C 4.5426 -0.2138 0.4597
O 3.6331 -0.1591 1.2637
N 4.3310 0.3724 -0.8121
C 5.4552 0.2858 -1.7377
C 5.1194 -0.3447 -3.0573
O 6.5597 0.6934 -1.5028
S 3.6877 1.9872 -0.7562
O 4.4525 2.6533 -1.7697
O 3.8631 2.5481 0.5405
N 2.1553 1.9652 -1.2809
S 1.1473 1.0140 -0.4420
O 1.1830 1.2663 0.9712
O -0.1751 1.2347 -0.9715
C 1.5321 -0.6892 -0.7679
C 1.4452 -1.6099 0.2373
C 1.7655 -2.9091 -0.0223
N 2.1732 -3.4105 -1.1833
C 2.2089 -2.4788 -2.1353
C 1.9143 -1.1608 -1.9964
H 6.3504 -1.3518 -0.0385
H 5.4912 -1.7928 1.4079
H 6.4454 -0.3464 1.4523
H 4.2356 0.1112 -3.4892
H 5.9371 -0.1547 -3.7405
H 4.9683 -1.4176 -2.9736
H 1.1416 -1.3081 1.2215
H 1.6876 -3.6127 0.7954
H 2.5057 -2.8215 -3.1189
H 1.9952 -0.4931 -2.8343
C -0.9408 2.3868 -4.2686
C -1.3624 3.2339 -5.2147
C -1.5890 2.7950 -6.6318
O -1.9943 3.6142 -7.4395
C -1.3137 1.4077 -6.9740
C -0.8896 0.5572 -6.0304
C -0.6869 0.9940 -4.6082
O -0.3179 0.1723 -3.7995
O -0.6211 -0.7193 -6.2761
O -1.6121 4.5209 -4.9701
H -0.7728 2.6868 -3.2413
H -1.4661 1.1045 -8.0004
H -0.3396 -1.0963 -5.4194
H -1.9016 4.9007 -5.8184
C 1.9936 0.5422 4.4778
C 2.1655 1.7403 5.0545
C 1.3523 2.1675 6.2413
O 1.5694 3.2590 6.7335
C 0.3378 1.2535 6.7463
C 0.1628 0.0597 6.1682
C 0.9997 -0.3767 4.9932
O 0.8028 -1.4847 4.5181
O -0.7589 -0.8011 6.5978
O 3.0559 2.6198 4.6235
H 2.5703 0.2227 3.6208
H -0.2539 1.5791 7.5901
H -0.6889 -1.5835 6.0213
H 2.9752 3.3953 5.2070
C -6.6433 3.7402 -7.0753
C -5.7477 2.7427 -7.0768
C -5.3903 2.0074 -8.3414
O -4.5615 1.1222 -8.2929
C -6.0674 2.3922 -9.5727
C -6.9615 3.3865 -9.5638
C -7.2979 4.1358 -8.3093
O -8.1095 5.0402 -8.3827
O -7.6114 3.7809 -10.6556
O -5.1334 2.3531 -5.9668
H -6.9070 4.2769 -6.1751
H -5.8166 1.8476 -10.4718
H -8.1895 4.5122 -10.3689
H -4.5366 1.6242 -6.2216
C -1.8763 0.7979 2.0241
C -2.6069 1.5989 2.8110
C -3.6101 1.0562 3.7854
O -4.2279 1.8409 4.4835
C -3.8021 -0.3860 3.8495
C -3.0761 -1.1883 3.0632
C -2.0549 -0.6443 2.1058
O -1.4200 -1.4386 1.4412
O -3.1999 -2.5125 3.0707
O -2.4964 2.9261 2.7882
H -1.1441 1.1773 1.3179
H -4.5385 -0.7648 4.5443
H -2.5557 -2.8367 2.4120
H -3.1289 3.2568 3.4501
C 1.6611 -3.8476 6.5591
C 1.1529 -3.9975 7.7852
C 1.2321 -5.3002 8.5246
O 0.7617 -5.3592 9.6457
C 1.8657 -6.4289 7.8596
C 2.3731 -6.2807 6.6286
C 2.3135 -4.9682 5.8985
O 2.8095 -4.9079 4.7923
O 2.9599 -7.2723 5.9690
O 0.5416 -3.0021 8.4220
H 1.6001 -2.9088 6.0275
H 1.9046 -7.3679 8.3932
H 3.2338 -6.8940 5.1116
H 0.2580 -3.3707 9.2786
```

The value obtained for the relative energy (zero: lowest compared OMol25 entry of this formula, charge and spin) is 16.6 kcal/mol. The total charge is -1.

---

C3H6N2O | wB97M-V/def2-TZVPD

The geometry in XYZ format:
```
12
Properties=species:S:1:pos:R:3
C -2.1310 -0.4203 -0.8843
N -0.9110 -0.4298 -1.2382
C -0.0992 0.2452 -0.2380
N 1.0467 -0.4285 0.3250
C 2.0499 0.2973 0.9056
O 2.9439 -0.1539 1.5860
H -0.8033 0.6254 0.5295
H -2.9382 -0.5321 -1.6050
H -2.4313 -0.2888 0.1625
H 0.2855 1.1191 -0.7692
H 1.0156 -1.4157 0.5435
H 1.9725 1.3821 0.6826
```

As for the SMILES: C=NCNC=O. The value obtained for the relative energy (zero: lowest compared OMol25 entry of this formula, charge and spin) is 43.4 kcal/mol. The total charge is 0.